[1]
The following is a quantum chemistry calculation of a structure of composition C28H24NO4P2S2TeW in a non-equilibrium geometry, from OMol25.

E_tot = -3250.13282 a.u.
Charge = +3
E_HOMO (spin up / spin down) = -16.72 / -16.67 eV

Last column: Löwdin charge in e.
Geometry (Å):
W 1.202 0.344 0.587  1.08
N -1.782 0.118 -0.146  -0.33
P -1.176 0.942 1.279  0.98
C -2.727 1.661 1.849  -0.36
C -3.737 0.745 2.170  -0.09
C -5.000 1.216 2.466  -0.03
C -5.260 2.581 2.455  -0.01
C -4.250 3.481 2.152  -0.03
C -2.976 3.030 1.846  -0.06
C -0.858 -0.412 2.524  -0.37
C -0.935 -0.078 3.877  -0.05
C -0.419 -0.929 4.847  0.01
C 0.221 -2.102 4.474  0.00
C 0.272 -2.477 3.135  -0.03
C -0.245 -1.641 2.147  -0.17
P -0.521 -0.513 -1.123  0.85
C -1.337 -1.465 -2.419  -0.36
C -2.166 -0.786 -3.319  -0.07
C -2.836 -1.515 -4.282  -0.03
C -2.686 -2.897 -4.345  -0.01
C -1.849 -3.559 -3.457  -0.03
C -1.160 -2.849 -2.488  -0.08
C 0.259 0.973 -1.988  -0.40
C 1.184 0.674 -3.006  -0.11
C 1.926 1.684 -3.598  -0.02
C 1.788 2.997 -3.164  0.01
C 0.880 3.311 -2.159  -0.02
C 0.128 2.312 -1.546  -0.12
H -2.775 0.039 -0.364  0.10
H -3.527 -0.316 2.191  0.12
H -5.785 0.515 2.704  0.13
H -6.252 2.936 2.692  0.13
H -4.463 4.538 2.148  0.13
H -2.186 3.733 1.623  0.12
H -1.418 0.844 4.172  0.13
H -0.516 -0.672 5.892  0.14
H 0.660 -2.743 5.224  0.13
H 0.701 -3.431 2.857  0.13
H -0.389 -2.052 1.130  0.08
H -2.280 0.288 -3.256  0.12
H -3.473 -1.005 -4.989  0.13
H -3.223 -3.455 -5.096  0.13
H -1.730 -4.630 -3.522  0.13
H -0.491 -3.355 -1.803  0.10
H 1.272 -0.345 -3.372  0.11
H 2.602 1.445 -4.404  0.13
H 2.360 3.783 -3.631  0.14
H 0.736 4.343 -1.871  0.13
H -0.687 2.599 -0.876  0.10
Te 2.562 -1.494 -0.474  1.24
C 4.767 -1.528 -0.611  -0.84
C 5.635 -2.341 0.065  -0.20
C 6.955 -2.189 -0.403  -0.14
C 7.065 -1.301 -1.427  -0.35
S 5.561 -0.611 -1.860  0.97
H 5.349 -3.011 0.855  0.12
H 7.795 -2.727 0.001  0.13
H 7.954 -1.021 -1.961  0.09
O 1.042 2.361 2.273  -0.27
S 2.346 1.792 2.050  0.45
O 3.555 2.172 2.606  -0.08
O 2.005 0.280 2.190  -0.43
O 2.335 1.714 0.478  -0.39

=====

[2]
The following is a quantum chemistry calculation of a cluster of 4 separate species, C14H27Br10O2S in total in a non-equilibrium geometry, from OMol25.

E_tot = -26838.13375 a.u.
Charge = +1
E_HOMO = -11.44 eV

Last column: Löwdin charge in e.
Geometry (Å):
C 0.777 -0.341 -0.216  0.01
C 0.083 0.577 0.777  -0.51
O -0.507 0.123 1.667  0.17
O 0.152 1.975 0.715  -0.04
C -0.262 2.516 -0.510  -0.42
S -2.068 2.916 -0.572  0.95
C -3.030 1.592 -1.432  -0.90
Br -1.989 0.544 -2.690  0.84
C -3.860 0.727 -0.412  -0.80
C -3.246 -0.644 -0.093  -0.20
Br -5.641 0.412 -1.195  0.76
H 0.006 -1.015 -0.615  0.08
H 1.168 0.195 -1.092  0.08
H 1.549 -0.974 0.227  0.07
H 0.249 3.478 -0.594  0.06
H 0.068 1.936 -1.384  0.07
H -2.501 2.881 0.721  0.04
H -3.781 2.122 -2.028  0.03
H -4.022 1.321 0.496  0.06
H -2.153 -0.650 -0.122  0.03
H -3.576 -1.376 -0.839  0.07
H -3.622 -0.954 0.888  -0.02
Br 5.919 -4.151 -0.273  0.66
C 4.448 -3.385 0.743  -0.69
C 3.147 -4.083 0.443  -0.68
Br 2.420 -3.535 -1.282  0.62
H 4.426 -2.324 0.515  0.05
H 4.722 -3.525 1.788  0.06
H 2.388 -3.804 1.173  0.06
H 3.239 -5.164 0.416  0.05
Br 3.515 -3.650 -5.401  0.58
C 5.289 -4.445 -5.297  -0.69
C 6.073 -3.886 -4.139  -0.71
Br 6.742 -2.099 -4.524  0.60
H 5.767 -4.279 -6.258  0.05
H 5.117 -5.511 -5.160  0.06
H 6.960 -4.490 -3.954  0.06
H 5.489 -3.815 -3.226  -0.01
Br -2.869 -3.759 3.188  0.62
C -2.481 -2.127 4.176  -0.69
C -3.743 -1.448 4.640  -0.66
Br -4.626 -0.524 3.170  0.68
H -1.875 -1.501 3.525  0.03
H -1.884 -2.444 5.029  0.06
H -3.512 -0.674 5.369  0.06
H -4.470 -2.135 5.062  0.06
Br -1.259 5.353 0.362  0.76
C -1.031 7.223 0.897  -0.61
C -2.308 7.789 1.457  -0.69
Br -3.583 8.191 0.045  0.64
H -0.672 7.756 0.022  0.06
H -0.251 7.210 1.656  0.07
H -2.114 8.739 1.951  0.07
H -2.804 7.117 2.151  0.05

=====

Repeat the first record exactly.
The following is a quantum chemistry calculation of a structure of composition C28H24NO4P2S2TeW in a non-equilibrium geometry, from OMol25.

E_tot = -3250.13282 a.u.
Charge = +3
E_HOMO (spin up / spin down) = -16.72 / -16.67 eV

Last column: Löwdin charge in e.
Geometry (Å):
W 1.202 0.344 0.587  1.08
N -1.782 0.118 -0.146  -0.33
P -1.176 0.942 1.279  0.98
C -2.727 1.661 1.849  -0.36
C -3.737 0.745 2.170  -0.09
C -5.000 1.216 2.466  -0.03
C -5.260 2.581 2.455  -0.01
C -4.250 3.481 2.152  -0.03
C -2.976 3.030 1.846  -0.06
C -0.858 -0.412 2.524  -0.37
C -0.935 -0.078 3.877  -0.05
C -0.419 -0.929 4.847  0.01
C 0.221 -2.102 4.474  0.00
C 0.272 -2.477 3.135  -0.03
C -0.245 -1.641 2.147  -0.17
P -0.521 -0.513 -1.123  0.85
C -1.337 -1.465 -2.419  -0.36
C -2.166 -0.786 -3.319  -0.07
C -2.836 -1.515 -4.282  -0.03
C -2.686 -2.897 -4.345  -0.01
C -1.849 -3.559 -3.457  -0.03
C -1.160 -2.849 -2.488  -0.08
C 0.259 0.973 -1.988  -0.40
C 1.184 0.674 -3.006  -0.11
C 1.926 1.684 -3.598  -0.02
C 1.788 2.997 -3.164  0.01
C 0.880 3.311 -2.159  -0.02
C 0.128 2.312 -1.546  -0.12
H -2.775 0.039 -0.364  0.10
H -3.527 -0.316 2.191  0.12
H -5.785 0.515 2.704  0.13
H -6.252 2.936 2.692  0.13
H -4.463 4.538 2.148  0.13
H -2.186 3.733 1.623  0.12
H -1.418 0.844 4.172  0.13
H -0.516 -0.672 5.892  0.14
H 0.660 -2.743 5.224  0.13
H 0.701 -3.431 2.857  0.13
H -0.389 -2.052 1.130  0.08
H -2.280 0.288 -3.256  0.12
H -3.473 -1.005 -4.989  0.13
H -3.223 -3.455 -5.096  0.13
H -1.730 -4.630 -3.522  0.13
H -0.491 -3.355 -1.803  0.10
H 1.272 -0.345 -3.372  0.11
H 2.602 1.445 -4.404  0.13
H 2.360 3.783 -3.631  0.14
H 0.736 4.343 -1.871  0.13
H -0.687 2.599 -0.876  0.10
Te 2.562 -1.494 -0.474  1.24
C 4.767 -1.528 -0.611  -0.84
C 5.635 -2.341 0.065  -0.20
C 6.955 -2.189 -0.403  -0.14
C 7.065 -1.301 -1.427  -0.35
S 5.561 -0.611 -1.860  0.97
H 5.349 -3.011 0.855  0.12
H 7.795 -2.727 0.001  0.13
H 7.954 -1.021 -1.961  0.09
O 1.042 2.361 2.273  -0.27
S 2.346 1.792 2.050  0.45
O 3.555 2.172 2.606  -0.08
O 2.005 0.280 2.190  -0.43
O 2.335 1.714 0.478  -0.39

=====

Question: Which formula does entry 1 have?
Answer: C28H24NO4P2S2TeW